Record 1
Entry from the Open Molecules 2025 dataset: an isolated molecule of C19H23N5O2 at a distorted geometry (ωB97M-V with the def2-TZVPD basis set).

Output
- F_max: 3.8 eV Å⁻¹
- Calculated total energy: -31617.9415 eV
- LUMO: 0.01176 hartree
- Relative energy (zero: lowest compared OMol25 entry of this formula, charge and spin): 6.349 eV
- SMILES: COCCc1ccc(-c2c(C)nc3c(N4CCOCC4)ccnn23)cn1
- Gap between HOMO and LUMO: 8.21 eV

```
49
Properties=species:S:1:pos:R:3:nbo_charge:R:1
N 0.097 -1.082 -1.269 -0.258
N 2.356 -0.179 1.352 -0.485
N -2.711 2.649 0.890 -0.435
O -6.779 3.918 -0.663 -0.540
O 5.893 -4.321 -0.380 -0.546
C 0.492 -2.326 -1.576 0.047
C 1.951 -0.992 0.320 0.267
C 1.648 -2.908 -1.068 -0.340
C 0.508 0.716 0.420 0.050
C 2.341 -2.317 -0.104 0.231
C 1.453 0.864 1.439 0.172
C -1.573 2.018 1.209 0.039
C -3.124 2.937 -0.388 0.205
C -2.305 2.463 -1.417 -0.237
C -1.120 1.782 -1.130 -0.149
C -0.773 1.487 0.206 -0.083
N 0.900 -0.424 -0.303 -0.145
N 3.521 -2.980 0.318 -0.428
C -8.045 3.400 -0.176 -0.262
C 1.610 1.907 2.494 -0.649
C -5.702 3.123 -0.200 -0.040
C 5.844 -2.798 -0.437 -0.070
C 4.684 -4.948 -0.592 -0.065
C -4.335 3.797 -0.514 -0.445
C 4.795 -2.263 0.554 -0.236
C 3.691 -4.445 0.470 -0.244
H -0.031 -2.794 -2.439 0.213
H 2.013 -3.803 -1.523 0.224
H -1.366 1.717 2.173 0.190
H -2.742 2.689 -2.391 0.216
H -0.420 1.508 -1.940 0.230
H -8.062 2.427 0.323 0.179
H -8.669 3.281 -1.071 0.186
H -8.481 4.124 0.532 0.183
H 1.279 1.414 3.385 0.229
H 0.882 2.691 2.379 0.222
H 2.597 2.402 2.586 0.237
H -5.712 2.940 0.823 0.170
H -5.634 2.196 -0.649 0.157
H 5.491 -2.491 -1.468 0.172
H 6.779 -2.324 -0.260 0.205
H 4.655 -6.067 -0.518 0.200
H 4.319 -4.554 -1.618 0.152
H -4.537 4.093 -1.590 0.211
H -4.137 4.683 0.011 0.228
H 4.627 -1.229 0.360 0.228
H 5.060 -2.327 1.554 0.198
H 2.731 -5.010 0.386 0.212
H 4.044 -4.648 1.499 0.205
```

Record 2
Entry from the Open Molecules 2025 dataset: C21H31BrNOsS2Sb as an isolated structure (ωB97M-V with the def2-TZVPD basis set).

Output
- F_max: 0.2 eV Å⁻¹
- Calculated total energy: -124471.8223 eV
- 2S+1: 5
- Charge: +2
- LUMO (alpha / beta): -0.23218 / -0.33105 hartree
- Relative energy (zero: lowest compared OMol25 entry of this formula, charge and spin): 0.000 eV
- Gap between HOMO and LUMO (alpha / beta): 7.64 / 5.77 eV
- ⟨S²⟩: 6.03

```
58
Properties=species:S:1:pos:R:3:lowdin_spin:R:1
Os 0.192 -0.578 0.601 2.170
S -1.910 0.005 0.224 0.392
C -2.320 0.968 1.662 0.090
C -3.646 1.276 1.871 0.045
C -4.016 2.059 2.971 0.116
C -3.060 2.537 3.855 0.019
C -1.726 2.238 3.651 0.107
C -1.332 1.445 2.557 0.102
S 0.339 1.108 2.351 0.661
H -4.401 0.931 1.176 0.000
H -5.060 2.306 3.114 0.005
H -3.353 3.151 4.695 -0.001
H -0.968 2.605 4.331 0.005
C -2.150 -4.508 4.125 0.000
C -0.951 -3.915 3.445 0.001
C 0.331 -4.422 3.631 0.010
C 1.430 -3.858 2.988 0.000
C 1.166 -2.788 2.181 0.019
Br 2.466 -1.814 1.164 0.031
N -0.040 -2.269 1.976 0.060
C -1.088 -2.823 2.594 0.015
H -1.868 -5.347 4.756 0.000
H -2.874 -4.862 3.391 0.000
H -2.646 -3.765 4.750 0.000
H 0.483 -5.268 4.289 0.000
H 2.432 -4.241 3.116 0.000
H -2.052 -2.371 2.397 0.002
C -0.915 2.911 -2.078 0.004
C -0.372 1.695 -2.815 0.013
C -1.480 0.766 -3.299 0.004
Sb 1.052 0.601 -1.631 0.056
C 1.902 -0.904 -2.920 0.014
C 2.094 -0.364 -4.336 0.002
C 1.075 -2.185 -2.890 0.016
C 2.717 1.874 -1.133 0.004
C 3.542 2.207 -2.372 0.000
C 2.273 3.125 -0.380 0.005
H -1.606 3.444 -2.734 0.001
H -0.133 3.610 -1.784 0.000
H -1.473 2.623 -1.183 0.003
H 0.234 2.019 -3.666 0.002
H -2.086 0.394 -2.470 0.002
H -1.105 -0.089 -3.859 0.000
H -2.147 1.325 -3.960 0.001
H 2.882 -1.090 -2.472 0.000
H 1.141 -0.161 -4.826 0.000
H 2.611 -1.116 -4.936 0.001
H 2.693 0.547 -4.365 0.000
H 0.080 -2.029 -3.310 0.000
H 0.956 -2.583 -1.879 0.014
H 1.569 -2.950 -3.492 0.000
H 3.309 1.241 -0.464 0.000
H 2.957 2.759 -3.112 0.000
H 3.956 1.319 -2.850 0.000
H 4.379 2.844 -2.081 0.000
H 1.799 3.839 -1.054 0.000
H 3.146 3.617 0.051 0.000
H 1.577 2.912 0.434 0.008
```

Record 3
Entry from the Open Molecules 2025 dataset: an isolated molecule of C3H5ClOS at a distorted geometry (ωB97M-V with the def2-TZVPD basis set).

Output
- F_max: 3.0 eV Å⁻¹
- Calculated total energy: -28594.9425 eV
- LUMO: 0.01126 hartree
- Relative energy (zero: lowest compared OMol25 entry of this formula, charge and spin): 2.199 eV
- SMILES: C=CCOSCl
- Gap between HOMO and LUMO: 9.24 eV

```
11
Properties=species:S:1:pos:R:3:nbo_charge:R:1
C -0.112 1.045 0.368 -0.117
C -0.738 -0.277 0.242 -0.248
C -1.113 -0.809 -0.887 -0.358
O 1.097 0.973 1.102 -0.643
S 1.876 -0.486 1.018 0.559
Cl 2.840 -0.400 -0.784 -0.208
H -0.582 1.693 1.040 0.207
H 0.123 1.503 -0.543 0.192
H -1.077 -0.984 1.084 0.223
H -1.489 -1.898 -0.855 0.205
H -0.826 -0.361 -1.785 0.188
```

Record 4
Entry from the Open Molecules 2025 dataset: an isolated molecule of C4H3NO at a distorted geometry (ωB97M-V with the def2-TZVPD basis set).

Output
- F_max: 5.5 eV Å⁻¹
- Calculated total energy: -7727.7701 eV
- LUMO (alpha / beta): -0.00455 / -0.02278 hartree
- Relative energy (zero: lowest compared OMol25 entry of this formula, charge and spin): 4.974 eV
- Gap between HOMO and LUMO (alpha / beta): 7.29 / 7.11 eV

```
9
Properties=species:S:1:pos:R:3:nbo_charge:R:1
C 0.261 1.039 -0.107 -0.549
C -0.789 0.185 0.209 -0.024
C 1.532 0.697 -0.137 0.690
C 0.474 -1.817 -0.044 0.112
N -0.620 -1.203 0.157 -0.691
O 2.628 0.347 0.202 -0.412
H -0.031 2.046 -0.619 0.285
H -1.896 0.340 0.108 0.203
H -1.558 -1.634 0.231 0.386
```

Record 5
Entry from the Open Molecules 2025 dataset: a 3-piece molecular cluster, C4H12IO4 overall (ωB97M-V with the def2-TZVPD basis set).

Output
- F_max: 0.4 eV Å⁻¹
- Calculated total energy: -20635.2606 eV
- Charge: -1
- LUMO: 0.11990 hartree
- Relative energy (zero: lowest compared OMol25 entry of this formula, charge and spin): 0.496 eV
- Gap between HOMO and LUMO: 7.50 eV

```
21
Properties=species:S:1:pos:R:3:nbo_charge:R:1
I -19.493 -30.557 9.912 -0.919
C -20.078 -27.036 11.978 -0.086
C -18.841 -26.949 12.855 -0.091
O -19.190 -26.587 14.195 -0.732
O -20.840 -28.195 12.179 -0.751
H -19.758 -26.946 10.932 0.183
H -20.713 -26.174 12.205 0.164
H -18.168 -26.203 12.407 0.147
H -18.321 -27.913 12.836 0.174
H -18.464 -26.096 14.582 0.457
H -20.397 -28.905 11.678 0.495
C -21.783 -27.837 7.596 -0.085
C -21.230 -28.383 6.296 -0.090
O -20.319 -27.509 5.639 -0.717
O -20.776 -27.532 8.529 -0.753
H -22.463 -28.607 7.994 0.169
H -22.381 -26.940 7.410 0.147
H -22.060 -28.639 5.619 0.137
H -20.688 -29.306 6.503 0.198
H -20.770 -26.683 5.441 0.451
H -20.525 -28.382 8.935 0.501
```

Record 6
Entry from the Open Molecules 2025 dataset: C20H14BrCuN3O2Se as an isolated structure (ωB97M-V with the def2-TZVPD basis set).

Output
- F_max: 0.5 eV Å⁻¹
- Calculated total energy: -209560.2631 eV
- 2S+1: 2
- LUMO (alpha / beta): -0.06219 / -0.06780 hartree
- Gap between HOMO and LUMO (alpha / beta): 6.35 / 6.41 eV
- ⟨S²⟩: 0.76

```
42
Properties=species:S:1:pos:R:3:lowdin_spin:R:1
Cu -0.729 0.174 0.298 0.469
O 3.761 0.032 -5.607 0.000
C 4.393 -0.103 -4.422 0.000
O 5.588 -0.159 -4.380 0.000
C 3.536 -0.166 -3.189 0.000
C 2.231 0.302 -3.142 0.000
C 1.502 0.218 -1.966 0.001
C 2.081 -0.322 -0.829 0.002
C 3.390 -0.791 -0.869 0.000
C 4.111 -0.708 -2.044 0.001
N 1.262 -0.346 0.347 0.012
C 1.758 -0.452 1.506 0.012
C 0.870 -0.409 2.697 0.002
C 1.391 -0.377 3.973 0.001
C 0.507 -0.271 5.042 0.000
C -0.847 -0.198 4.784 0.001
C -1.284 -0.242 3.463 0.001
N -0.442 -0.354 2.445 0.016
H 2.804 -0.008 -5.490 0.000
H 1.764 0.773 -3.999 0.000
H 0.493 0.610 -1.922 0.001
H 3.852 -1.246 -0.002 0.000
H 5.132 -1.062 -2.094 0.000
H 2.832 -0.519 1.679 0.000
H 2.461 -0.422 4.128 0.000
H 0.878 -0.238 6.058 0.000
H -1.565 -0.106 5.586 0.000
H -2.336 -0.185 3.207 0.000
Se -0.378 2.547 0.574 0.162
C -0.777 3.195 -1.098 0.015
N -1.019 3.596 -2.154 0.022
Br -7.193 -0.787 -0.589 0.001
C -5.341 -0.449 -0.364 0.000
C -4.573 -1.347 0.354 0.010
C -3.216 -1.078 0.517 0.042
C -2.622 0.061 -0.034 0.189
C -3.429 0.945 -0.744 0.024
C -4.785 0.693 -0.917 0.006
H -5.022 -2.236 0.776 0.001
H -2.622 -1.794 1.082 0.007
H -3.014 1.844 -1.181 0.002
H -5.404 1.383 -1.475 0.001
```

Record 7
Entry from the Open Molecules 2025 dataset: C5H10NO as an isolated structure at a distorted geometry (ωB97M-V with the def2-TZVPD basis set).

Output
- F_max: 7.4 eV Å⁻¹
- Calculated total energy: -8873.8214 eV
- Charge: +1
- LUMO: -0.12887 hartree
- Relative energy (zero: lowest compared OMol25 entry of this formula, charge and spin): 4.759 eV
- Gap between HOMO and LUMO: 9.97 eV

```
17
Properties=species:S:1:pos:R:3:nbo_charge:R:1
C 0.131 -1.184 0.516 -0.046
C 1.030 -2.101 0.398 -0.331
C -1.102 -0.527 1.088 -0.432
C -0.081 0.143 0.292 0.006
C -0.679 0.375 -1.515 0.025
N 0.830 1.162 0.624 -0.672
O -0.250 1.628 -1.739 -0.741
H 1.856 -1.859 -0.189 0.201
H 0.996 -3.093 0.931 0.242
H -1.975 -0.840 0.623 0.243
H -1.327 -0.259 2.105 0.247
H -1.685 0.064 -1.431 0.186
H -0.079 -0.418 -1.909 0.172
H 1.365 1.331 -0.305 0.472
H 1.502 0.798 1.272 0.449
H 0.344 2.028 0.880 0.462
H -0.118 1.868 -2.689 0.517
```